Record 1
DFT (ωB97M-V/def2-TZVPD) results for a structure of composition C24H48As2F12O24Tl in a non-equilibrium geometry.

Element x y z (Å)
Tl -2.17360 -0.77575 4.13484
As -5.30618 -1.79783 2.46311
F -6.34414 -0.51984 1.84912
F -6.62267 -2.51653 3.32233
F -4.02216 -2.85229 3.14242
F -3.89666 -0.98565 1.76570
F -4.96197 -0.78933 3.89445
F -5.59314 -2.80060 1.06319
As -0.47573 -0.56185 0.58628
F -0.18794 -1.76929 -0.64350
F -1.03288 -1.78995 1.76351
F -0.79025 0.57121 1.88634
F -0.05954 0.68144 -0.57225
F -2.14486 -0.41425 0.05497
F 1.16656 -0.64668 1.26671
C 0.85052 -0.55129 -3.94947
O 2.22674 -0.32958 -3.80935
C 2.95066 0.27564 -4.77100
O 2.49706 0.52802 -5.84699
O 4.20312 0.44578 -4.37771
C 5.23460 0.43873 -5.36893
H 0.54591 -0.80036 -4.96429
H 0.24366 0.28088 -3.57302
H 0.62117 -1.33988 -3.22856
H 5.22660 1.41313 -5.85879
H 5.04276 -0.40194 -6.02773
H 6.21366 0.37728 -4.90050
C 3.47422 -2.94547 -0.93592
O 3.86686 -2.34940 -2.17335
C 4.16638 -3.24471 -3.11401
O 4.28405 -4.43247 -2.95782
O 4.43963 -2.58685 -4.22902
C 5.27584 -3.21877 -5.19519
H 2.63404 -3.63377 -1.02855
H 3.16447 -2.16480 -0.24415
H 4.29630 -3.50432 -0.49065
H 4.72576 -4.02741 -5.67594
H 6.15964 -3.64194 -4.71700
H 5.56964 -2.44856 -5.89916
C -3.43034 -5.89366 -3.37840
O -4.16661 -5.89069 -2.14790
C -4.05949 -4.95265 -1.24041
O -4.59405 -5.04751 -0.16709
O -3.28096 -3.93758 -1.66568
C -2.98930 -2.94562 -0.66004
H -3.48186 -4.97944 -3.96157
H -3.82413 -6.70580 -3.98559
H -2.40388 -6.19047 -3.16630
H -2.66178 -3.43656 0.25628
H -3.76524 -2.23237 -0.36798
H -2.18982 -2.36004 -1.10854
C -0.83029 3.31834 6.35870
O 0.09555 3.54117 5.28936
C 0.16551 2.60551 4.36703
O -0.40548 1.53525 4.43543
O 0.97829 3.02599 3.41995
C 1.66870 2.07109 2.63360
H -0.95910 4.23869 6.91522
H -0.53084 2.51742 7.03565
H -1.79543 2.96534 5.99219
H 1.79132 1.11865 3.14505
H 2.66436 2.48688 2.46595
H 1.26333 1.84901 1.64883
C 2.50160 -0.59348 5.52828
O 2.83635 -1.43305 4.41150
C 1.85555 -2.08087 3.82492
O 0.67835 -1.86331 4.07921
O 2.29810 -2.99785 3.01391
C 1.26208 -3.80817 2.40799
H 3.44452 -0.44727 6.04723
H 1.86063 -1.15939 6.20402
H 2.02847 0.32617 5.20388
H 1.78838 -4.63233 1.92989
H 0.72318 -3.24485 1.65401
H 0.62336 -4.26071 3.16161
C -5.32519 2.49943 1.65327
O -4.07869 3.21762 1.64400
C -3.03340 2.74236 2.31872
O -3.05229 1.71051 2.93248
O -1.98102 3.50625 2.16585
C -2.00321 4.74384 1.46880
H -5.47755 1.95664 0.72395
H -6.07555 3.28283 1.74719
H -5.39514 1.79794 2.48199
H -1.59027 5.44336 2.19575
H -2.98179 5.15476 1.21708
H -1.47398 4.75491 0.51856
C 3.09170 0.98566 -0.92647
O 4.49155 1.20354 -0.98188
C 5.14136 1.85540 -0.00685
O 4.59399 2.53931 0.82003
O 6.42426 1.81352 -0.30449
C 7.29992 2.51521 0.55306
H 2.76916 1.36058 -1.89751
H 2.56261 1.36981 -0.06035
H 2.88002 -0.08665 -0.95516
H 8.34950 2.25507 0.43813
H 7.09462 2.44146 1.62133
H 7.25440 3.58366 0.32524
C -2.34607 2.13275 -2.03361
O -3.21321 2.66128 -3.03064
C -4.28438 3.30821 -2.62068
O -4.69302 3.35788 -1.47497
O -4.85856 3.90944 -3.62577
C -5.86547 4.88895 -3.45404
H -3.01034 1.64210 -1.31649
H -1.76097 2.91335 -1.55153
H -1.69689 1.30308 -2.29910
H -6.30467 4.92789 -2.46490
H -6.59729 4.77245 -4.25600
H -5.48131 5.85899 -3.78524

Output
HOMO energy: -12.50 eV
LUMO level: -0.4016 Ha
Charge: +1
Frontier orbital gap: 1.57 eV

=====

Record 2
DFT (ωB97M-V/def2-TZVPD) results for a structure of composition C31H25I2N2O4PPdS in a non-equilibrium geometry.

Element x y z (Å)
Pd -0.33109 0.00796 -0.06775
I 5.87003 4.07885 2.05491
C 4.47346 2.75382 1.37861
C 4.72698 1.37254 1.49772
C 3.79706 0.49411 1.02998
I 4.05815 -1.54182 1.19657
C 2.56963 0.97719 0.36213
O 1.79675 0.16522 -0.14759
C 2.33296 2.41926 0.30381
C 1.09768 2.93862 -0.36474
N -0.13417 2.37920 0.18654
C -0.46815 2.80584 1.54204
C -0.11640 1.77700 2.59002
C -0.12087 2.12918 3.93314
C 0.22227 1.18497 4.88191
C 0.61342 -0.07836 4.45968
C 0.58203 -0.35846 3.10902
N 0.19096 0.54035 2.19390
C 3.27100 3.25723 0.80473
H 5.64380 1.02062 1.95034
H 1.09862 4.03033 -0.29805
H 1.13687 2.67155 -1.42440
H -0.89940 2.55878 -0.45449
H 0.04748 3.73629 1.79741
H -1.53878 3.00587 1.60106
H -0.39710 3.13502 4.22590
H 0.19391 1.43104 5.93528
H 0.93024 -0.83609 5.16298
H 0.89689 -1.32233 2.74352
H 3.11707 4.32785 0.75552
O -1.87008 -1.26191 -2.06292
S -2.75220 -0.03358 -1.25275
O -1.81667 1.07662 -1.52347
O -2.50380 -0.42544 0.19086
C -2.38479 -2.49749 -1.74341
C -3.54466 -2.98568 -2.31373
C -4.03747 -4.20755 -1.87913
C -3.38899 -4.92035 -0.87672
C -2.24442 -4.40877 -0.28835
C -1.73756 -3.18636 -0.72656
P -0.26788 -2.42296 0.00590
C -0.30133 -3.04138 1.68104
C 0.73854 -3.73164 2.30306
C 0.58879 -4.15168 3.61737
C -0.57235 -3.85384 4.31814
C -1.59694 -3.13477 3.70938
C -1.46653 -2.72681 2.39385
C 1.11403 -2.98824 -0.99397
C 1.69049 -4.24608 -0.81569
C 2.74964 -4.63109 -1.62350
C 3.22246 -3.77772 -2.61156
C 2.62532 -2.54075 -2.81247
C 1.57241 -2.14179 -2.00467
H -4.04483 -2.42266 -3.09187
H -4.94235 -4.60087 -2.32382
H -3.78666 -5.86995 -0.54535
H -1.75287 -4.95194 0.50920
H 1.65611 -3.94421 1.77116
H 1.37955 -4.71868 4.09150
H -0.67758 -4.18030 5.34510
H -2.49947 -2.90253 4.25973
H -2.25926 -2.16449 1.91236
H 1.30066 -4.93734 -0.07949
H 3.19975 -5.60569 -1.48619
H 4.05113 -4.08441 -3.23676
H 2.98005 -1.88929 -3.60034
H 1.09576 -1.18649 -2.16541

Output
HOMO energy (alpha / beta): -13.63 / -13.63 eV
Relative energy (zero: lowest compared OMol25 entry of this formula, charge and spin): 0.0 kcal per mole
LUMO level (alpha / beta): -0.3486 / -0.3489 Ha
Charge: +2
Frontier orbital gap (alpha / beta): 4.14 / 4.13 eV

=====

Record 3
DFT (ωB97M-V/def2-TZVPD) results for a structure of composition C6H8BrNS in a non-equilibrium geometry.

Element x y z (Å)
C 0.24151 1.27716 1.04363
C 1.30689 0.48124 1.13303
C 0.53996 1.09792 -1.39930
C -0.45506 1.44202 -0.27097
C 1.94981 -0.11978 -0.03642
C 0.20135 -2.20333 -0.23500
N 1.51994 0.32871 -1.28224
S 2.01145 -1.94663 -0.03014
Br 3.92340 0.37147 0.04558
H -0.23566 1.77242 1.81379
H 1.69234 0.47072 2.06206
H 0.52753 1.36226 -2.45443
H -1.20667 0.77403 -0.51052
H -0.81132 2.35776 -0.52955
H 0.18818 -3.10272 -0.69489
H -0.27983 -1.45367 -0.73236
H -0.19137 -2.15810 0.73813

Output
HOMO energy: -8.88 eV
Relative energy (zero: lowest compared OMol25 entry of this formula, charge and spin): 56.6 kcal per mole
LUMO level: 0.0125 Ha
Frontier orbital gap: 9.22 eV

=====

Record 4
DFT (ωB97M-V/def2-TZVPD) results for the molecule C6H8N2O in a non-equilibrium geometry.

Element x y z (Å)
C -0.57705 1.70363 -0.29539
C 0.72285 1.53868 -0.36920
C 1.12786 0.34053 0.39859
N 2.22054 -0.42105 0.15877
C 0.90169 -0.93708 -0.37355
C -0.32635 -1.67022 -0.08130
O -1.48316 -1.01982 -0.62532
N -2.16292 -0.38223 0.31054
C -1.74345 0.86389 0.39697
H -1.00304 2.46939 -0.99965
H 1.33835 2.37592 -0.80713
H 0.75402 0.12836 1.32161
H 2.59461 -0.76276 0.99128
H 0.85908 -0.82759 -1.56969
H -0.54697 -1.97740 1.04773
H -0.23681 -2.65559 -0.54128
H -2.43924 1.23336 1.03702

Output
HOMO energy: -9.42 eV
Relative energy (zero: lowest compared OMol25 entry of this formula, charge and spin): 157.4 kcal per mole
LUMO level: 0.0332 Ha
Structure (SMILES): C1=C\[C@@H]2N[C@H]2CO\N=C/1
Frontier orbital gap: 10.33 eV

=====

Record 5
DFT (ωB97M-V/def2-TZVPD) results for a structure of composition C6H10Cl2Mg2O4 in a non-equilibrium geometry.

Element x y z (Å)
Mg 2.98580 -1.50512 -0.01993
Mg 0.15067 -2.91962 -2.19191
C -0.31833 -1.19525 1.24745
C -0.05719 -2.02567 0.03013
O 1.10502 -2.05595 -0.50185
O -0.85956 -2.70919 -0.60197
H -0.23033 -0.13053 1.03130
H 0.37291 -1.54674 2.01343
H -1.34563 -1.25948 1.60609
C 3.61826 1.80774 2.02234
C 3.40624 0.48940 1.19896
O 3.10007 -0.63879 1.66184
O 3.40400 0.37286 -0.07665
H 4.31728 1.52602 2.80981
H 2.79141 2.04408 2.69208
H 3.85678 2.72220 1.47923
Cl -4.47055 2.30615 -2.84498
C -3.01707 1.59374 -2.05301
C -3.30216 0.18095 -1.54940
Cl -4.74978 -0.10451 -0.55149
H -2.72074 2.20398 -1.19984
H -2.25905 1.61701 -2.83593
H -2.40860 -0.18692 -1.04508
H -3.36946 -0.58635 -2.32063

Output
HOMO energy (alpha / beta): -18.59 / -18.59 eV
LUMO level (alpha / beta): -0.4991 / -0.5710 Ha
2S+1: 2
Charge: +3
Expectation value of S²: 0.75
Frontier orbital gap (alpha / beta): 5.01 / 3.05 eV

=====

Record 6
DFT (ωB97M-V/def2-TZVPD) results for a cluster of 3 separate species, C4H15NO3 in total in a non-equilibrium geometry.

Element x y z (Å)
C -1.91152 1.14574 -0.65472
C -0.70752 1.00370 0.40692
C 0.28095 2.08976 0.24169
N 0.03966 -0.29325 0.34189
C 1.50263 -0.37604 -0.06143
O 1.40377 -1.42665 -0.97980
H -1.51469 1.06140 -1.57893
H -2.70186 0.50951 -0.55347
H -2.34148 2.22678 -0.54129
H -1.17252 0.87707 1.40325
H 0.49636 2.40999 -0.73981
H 0.11283 2.92824 0.88140
H 1.18823 1.82212 0.82228
H -0.56635 -0.98605 -0.17659
H 1.91647 0.51839 -0.54333
H 1.98451 -0.79268 0.79358
H 1.67892 -2.31952 -0.78615
O -0.88449 -2.73900 -1.71121
H -0.51698 -2.58403 -2.60662
H -1.29946 -3.58461 -1.69007
O 1.28506 -0.33245 2.83062
H 1.45083 -0.94339 2.06340
H 0.27664 -0.21501 2.83841

Output
HOMO energy: -8.24 eV
Relative energy (zero: lowest compared OMol25 entry of this formula, charge and spin): 68.4 kcal per mole
LUMO level: 0.0199 Ha
Structure (SMILES): CC(C)NCO.O.O
Frontier orbital gap: 8.78 eV

=====

Number 1: E_tot -233777.527 eV. Number 2: E_tot -83511.255 eV. Number 3: E_tot -88717.305 eV. Number 4: E_tot -11372.521 eV. Number 5: E_tot -50478.749 eV. Number 6: E_tot -12021.251 eV.